ORCA calculation (wB97M-V/def2-TZVPD) on an isolated molecule of BrClFN in a non-equilibrium geometry.

Properties
Kohn-Sham gap (alpha / beta) ... 7.66 / 9.09 eV
2S+1 ... 1
Strongest force on any atom ... 2.5 eV/Å
E_LUMO (alpha / beta) ... -0.10962 / -0.06774 Ha
E_tot ... -86767.2834 eV
ΔE to the lowest compared entry with this formula, charge and spin ... 28.7 kcal/mol

Atoms and positions in Å:
N  1.1577  -0.2097  -0.4898
F  1.5739  0.7441  0.3905
Cl  -0.1558  -0.7438  0.1796
Br  -2.5758  0.2095  -0.0803

Mulliken charges, unit e, in atom order: number 1, N, carries 0.06; number 2, F, carries -0.11; number 3, Cl, carries 0.15; number 4, Br, carries -0.10